(1)
Here is 8 unconnected molecules or ions with the total composition C32H41Br6N3O15 in a non-equilibrium geometry from the OMol25 dataset. Energies are from ωB97M-V/def2-TZVPD.

Summary:
total energy	-489276.5709	eV
total charge	-1
⟨S²⟩	0.76
spin multiplicity	2

```
97
Properties=species:S:1:pos:R:3:forces:R:3:mulliken_charge:R:1
C 4.095583 -1.149947 3.518274 0.9 -1.9 1.5 -0.308
C 4.068403 0.168903 3.895944 0.1 -0.5 0.6 -0.759
C 5.002813 0.636983 4.826974 0.4 1.3 -0.6 0.305
C 6.087943 -0.123637 5.218424 -0.8 -1.5 -0.7 -0.327
C 6.113713 -1.480617 4.855364 0.4 0.2 -0.3 -0.213
C 5.105643 -2.034807 4.079874 -0.2 1.9 -0.9 -0.770
N 7.108633 0.417163 6.103564 -0.4 0.1 2.4 0.958
O 7.883403 -0.296467 6.735814 -0.2 -0.7 -1.4 -0.604
O 7.011113 1.588203 6.400254 -0.1 1.1 -0.7 -0.586
H 3.238333 -1.523867 2.978174 0.2 -0.1 -0.5 0.485
H 3.230063 0.738533 3.522964 0.1 0.4 0.1 0.618
H 4.944373 1.659693 5.169104 -0.1 0.0 0.1 0.441
H 6.989403 -2.066297 5.093174 -0.1 -0.1 0.3 0.382
H 5.264663 -3.058297 3.773964 -0.5 -0.1 0.0 0.357
C -2.184377 0.132473 -2.060626 1.6 -0.7 -0.6 -0.744
C -0.802607 -0.143537 -2.208716 0.1 -0.1 1.8 -0.113
C 0.058033 -0.197297 -1.063596 -1.4 0.4 -2.0 -0.652
C -0.504067 0.128303 0.169404 1.7 0.0 2.4 -0.127
C -1.848887 0.501553 0.291994 -0.3 -0.4 0.2 -0.962
C -2.681447 0.439353 -0.805746 0.0 0.0 -0.1 0.321
N 0.349263 0.054933 1.381964 -3.6 0.3 -2.4 0.990
O -0.192457 0.109593 2.516094 -1.3 0.6 1.3 -0.751
O 1.543193 -0.177937 1.278334 3.3 -0.6 -0.8 -0.804
H -2.776047 -0.045907 -2.946346 -0.4 0.4 0.1 0.418
H -0.428317 -0.398787 -3.189106 0.2 0.0 0.0 0.172
H 1.097323 -0.471967 -1.167656 0.0 0.1 0.2 0.534
H -2.286617 0.704943 1.258134 0.3 0.0 0.1 0.432
H -3.743217 0.582833 -0.669886 -0.2 0.2 0.1 0.301
C 1.896863 1.267223 -8.250566 1.8 0.3 -0.6 -0.233
C 1.590673 0.684463 -7.057066 -1.3 0.9 -0.6 -0.642
C 0.428643 1.151723 -6.389726 0.2 -1.9 0.9 0.361
C -0.424857 2.100563 -6.891586 2.4 0.7 -2.8 -0.208
C 0.052613 2.704323 -8.175246 -2.8 0.4 2.7 -0.275
C 1.197093 2.328453 -8.808006 -0.8 -0.2 0.6 -0.716
N -1.652757 2.547753 -6.183066 0.6 -0.7 2.1 0.911
O -1.726317 2.308483 -4.968556 0.6 0.0 -1.6 -0.500
O -2.519507 3.122663 -6.784456 -0.1 0.4 -1.1 -0.549
H 2.833983 1.024923 -8.729616 0.1 -0.4 -0.2 0.313
H 2.180493 -0.153247 -6.715386 -0.2 0.1 0.5 0.397
H 0.254333 0.546903 -5.512106 -0.6 0.5 0.5 0.366
H -0.563237 3.527623 -8.505876 0.0 0.1 -0.4 0.393
H 1.513173 2.843033 -9.703386 0.1 -0.1 0.0 0.391
C 1.704943 -4.712837 -5.616646 0.0 0.2 0.4 -1.173
C 1.449163 -3.914477 -4.360576 -0.5 0.0 -0.4 -0.104
O 2.675553 -3.289147 -4.027446 0.7 1.0 0.9 -0.323
C 2.721983 -1.966647 -3.800656 -2.0 1.8 -1.9 0.821
O 1.881533 -1.127627 -4.192436 1.8 -2.2 1.1 -0.491
O 3.873583 -1.686417 -3.231766 0.8 0.6 0.2 -0.368
C 4.201513 -0.304357 -2.948426 -0.7 0.8 0.4 -0.617
H 2.418883 -5.497457 -5.366126 -0.1 -0.2 -0.4 0.290
H 2.141683 -4.023247 -6.339016 0.0 -0.2 -0.2 0.290
H 0.758753 -5.100047 -5.994636 0.2 -0.2 -0.1 0.382
H 1.204013 -4.539167 -3.501636 -0.3 0.0 -0.1 0.313
H 0.661743 -3.187677 -4.560106 0.1 0.2 0.4 0.216
H 4.704703 0.280723 -3.718216 0.3 -0.9 -0.6 0.274
H 4.818763 -0.269897 -2.050706 -0.2 -0.4 -0.1 0.297
H 3.310423 0.304363 -2.795076 -0.3 -0.5 0.4 0.235
C 3.901613 3.396213 9.273054 0.3 0.6 -1.3 -1.219
C 3.979413 3.436533 7.679724 -0.4 -0.4 2.1 -0.092
O 3.442403 2.215503 7.110954 0.9 0.5 -0.2 -0.217
C 2.157593 2.009063 6.847484 -0.3 -2.2 0.0 0.721
O 1.222873 2.697933 7.121414 -0.2 0.3 0.0 -0.528
O 2.103693 0.731323 6.305714 2.3 1.6 0.3 -0.261
C 0.870143 0.155513 5.987454 -1.3 0.7 1.1 -0.591
H 2.875083 3.351083 9.636764 0.0 -0.5 -0.2 0.321
H 4.277143 4.333243 9.684214 0.1 0.3 -0.3 0.414
H 4.572323 2.654393 9.706594 -0.4 -0.4 -0.2 0.291
H 5.023373 3.456133 7.366864 -0.1 -0.1 0.0 0.317
H 3.498363 4.354833 7.342944 -0.3 -0.3 -0.3 0.121
H 0.316503 0.308283 6.913864 -1.0 0.0 -0.3 0.362
H 0.930923 -0.927277 5.877994 0.6 0.2 -0.4 0.216
H 0.440093 0.662573 5.123714 -0.3 -0.4 0.0 0.149
C -5.649737 -1.570237 -0.564976 2.1 0.2 -0.6 -0.994
C -6.542787 -2.716997 -0.917956 0.6 0.3 -1.8 -0.373
O -7.225517 -3.043387 0.221084 -3.8 -1.9 2.0 -0.197
C -8.371017 -3.832817 0.109844 0.6 0.6 1.2 0.644
O -8.880147 -4.275347 -0.875856 0.3 0.2 -0.5 -0.537
O -8.841667 -4.035357 1.365514 -0.3 0.1 0.2 -0.324
C -10.161307 -4.642677 1.595814 0.9 -0.3 -0.2 -0.640
H -6.032127 -0.569997 -0.361556 -0.8 -0.4 0.1 0.296
H -4.956197 -1.404497 -1.389366 -0.1 0.0 -0.4 0.318
H -4.935537 -1.829827 0.216464 -0.3 -0.1 0.4 0.357
H -6.026097 -3.618727 -1.246606 0.7 0.1 0.0 0.282
H -7.168467 -2.480917 -1.778696 -0.5 0.2 0.2 0.364
H -10.177507 -4.966847 2.636374 0.3 0.5 0.1 0.248
H -10.307737 -5.572457 1.046104 0.2 0.3 -0.5 0.304
H -10.980607 -3.946977 1.414574 0.3 0.1 -0.2 0.279
C -6.329677 1.960783 -4.788516 0.5 -0.4 -0.2 -0.379
Br -5.074677 1.689643 -3.250276 -0.8 0.5 -1.5 0.137
Br -6.337507 0.334423 -5.994456 0.2 1.3 0.8 -0.065
Br -6.065087 3.685033 -5.854636 -0.2 -1.8 1.2 -0.042
H -7.321277 1.908583 -4.338956 0.3 0.6 -0.3 0.377
C 0.558493 4.906213 3.292074 -0.2 -0.9 0.5 -0.468
Br 1.728233 5.024363 4.949314 -1.0 -0.1 -1.3 -0.075
Br -0.747177 6.334433 3.250104 0.1 -0.3 0.2 -0.078
Br -0.323507 3.027813 3.047434 1.4 1.7 0.3 0.087
H 1.224793 5.135393 2.460434 -0.1 -0.5 0.2 0.433
```
Positions in Å, forces in eV/Å.


(2)
Here is C3H4FNOS2 in the gas phase in a non-equilibrium geometry from the OMol25 dataset. Energies are from ωB97M-V/def2-TZVPD.

Summary:
total energy	-31099.3988	eV
total charge	0
SMILES	O=C1NS[C@@H](CF)S1
ΔE to the lowest compared entry with this formula, charge and spin	1.744	eV

```
12
Properties=species:S:1:pos:R:3:forces:R:3:mulliken_charge:R:1
C 0.893266 -0.979131 -1.505487 -0.2 0.6 -1.0 -0.214
C 0.401655 -1.225893 -0.077401 1.0 -1.2 0.7 -0.313
C -0.261285 1.257021 0.628083 2.2 1.1 0.7 0.640
H 0.045640 -1.587598 -2.056243 2.4 1.3 -0.1 0.281
H 2.007788 -1.325686 -1.512215 -2.2 0.5 -0.6 0.284
H 0.830691 -2.364599 0.017810 -1.3 2.7 0.6 0.340
H -1.947390 1.340157 -0.495216 1.6 -2.8 1.8 0.306
N -1.321716 0.630126 0.116495 -2.8 0.6 -1.7 -0.320
O -0.065617 2.459727 0.711729 -0.6 -1.8 -0.1 -0.560
F 0.948507 0.437333 -2.032704 -0.6 -3.2 1.5 -0.315
S -1.437400 -1.183265 0.206836 1.4 2.4 -0.8 0.019
S 1.068765 0.033330 1.140647 -1.0 -0.4 -0.9 -0.150
```
Positions in Å, forces in eV/Å.


(3)
Here is a gas-phase ion, C2H6N3 (charge +1) in a non-equilibrium geometry from the OMol25 dataset. Energies are from ωB97M-V/def2-TZVPD.

Summary:
total energy	-6632.9235	eV
total charge	+1
SMILES	[H]/N=C/C(N)=[NH2+]
ΔE to the lowest compared entry with this formula, charge and spin	2.163	eV

```
11
Properties=species:S:1:pos:R:3:forces:R:3:mulliken_charge:R:1
C -0.167115 -0.297910 0.037247 1.8 -6.6 -0.7 0.560
C 0.672609 0.935557 0.031350 0.5 0.3 0.2 -0.086
N -1.403019 -0.355526 -0.437695 1.0 1.2 1.1 -0.274
N 0.730331 -1.659206 0.248506 -4.1 4.2 0.1 -0.506
N 0.081079 2.032592 -0.048978 -0.7 0.7 -0.4 -0.485
H 1.755287 0.706078 0.070531 -0.4 0.4 0.0 0.302
H -2.130157 -1.081339 -0.619000 1.5 0.2 0.6 0.280
H 1.608141 -1.373301 0.760887 -1.6 -1.0 -0.4 0.281
H 0.088207 -2.467624 0.584066 2.0 1.9 -0.4 0.317
H 0.536954 2.964553 -0.149547 0.2 -1.3 0.3 0.308
H -1.772318 0.596128 -0.477367 -0.2 0.1 -0.4 0.305
```
Positions in Å, forces in eV/Å.


(4)
Here is 2 unconnected molecules or ions with the total composition C3H9INO in a non-equilibrium geometry from the OMol25 dataset. Energies are from ωB97M-V/def2-TZVPD.

Summary:
total energy	-14887.0478	eV
total charge	+1
ΔE to the lowest compared entry with this formula, charge and spin	0.869	eV

```
15
Properties=species:S:1:pos:R:3:forces:R:3:mulliken_charge:R:1
C 0.901892 -0.263993 0.629906 -1.1 0.3 1.2 -1.185
C -0.222892 0.352931 1.215557 -0.8 -0.4 -0.9 1.031
C -0.763557 1.584001 0.607873 -2.1 1.3 1.7 -1.193
N 0.479107 -1.181274 -1.916298 -0.4 1.4 0.5 -0.747
O -1.073067 -0.132056 2.139286 0.9 2.1 -2.0 -0.376
I -1.772191 1.209173 -1.239560 -0.6 -0.1 0.1 0.155
H 1.306961 -1.018592 1.236664 0.7 -1.3 0.4 0.419
H 0.636801 -0.677847 -0.562720 -0.6 -0.6 -0.4 0.312
H 1.639620 0.323132 0.127647 0.4 1.0 0.2 0.405
H -0.084176 2.308632 0.228932 1.1 0.2 0.3 0.432
H -1.472686 2.110965 1.361359 1.0 -1.0 -1.5 0.414
H 0.400132 -0.349502 -2.540594 0.7 -1.2 0.4 0.318
H -0.452235 -1.588855 -1.903818 0.4 -0.5 -0.1 0.326
H 1.258412 -1.823252 -2.049645 -0.5 0.1 -0.6 0.312
H -0.782121 -0.853464 2.665411 0.8 -1.4 0.6 0.375
```
Positions in Å, forces in eV/Å.